8
Properties=species:S:1:pos:R:3:forces:R:3 method="wB97M-V/def2-TZVPD" max_force_ev_per_a=3.2 energy_ev=-80211.7868 gap_ev=9.04 lumo_energy_ev=-1.4 de_lowest_kcal_mol=10.5 smiles="O=N[C@@H](Br)[N+](=O)[O-]"
C 0.6352 -0.5168 0.1216 -0.953 3.095 0.267
N 0.9697 -1.1901 1.5890 -0.003 -0.075 -0.321
N 0.2169 -1.4243 -0.9999 1.337 -0.187 2.603
O -0.9576 -1.6772 -0.9646 -0.816 -0.314 -0.860
O 0.1176 -1.7740 2.1250 -0.286 0.120 -0.640
O 1.1187 -1.9480 -1.5916 -0.329 -0.546 -1.227
Br 2.3949 0.3171 -0.2404 -1.422 -0.302 0.139
H -0.2773 0.2722 0.2166 2.471 -1.791 0.038

***

18
Properties=species:S:1:pos:R:3:forces:R:3 method="wB97M-V/def2-TZVPD" max_force_ev_per_a=4.9 energy_ev=-10371.0942 gap_ev=10.37 lumo_energy_ev=0.7 de_lowest_kcal_mol=97.1 smiles="[H]/N=N/[C@H](C)[C@@H]1O[C@H]1C"
C -0.8185 -0.8728 -1.0155 -1.374 2.779 -0.016
C 0.4336 -0.5588 -0.2507 -2.223 1.892 1.127
C -1.5586 -2.1815 -1.0602 -0.866 -0.490 1.806
C 0.4515 0.8907 1.9059 0.091 -2.409 0.380
C 0.4399 0.9336 0.3703 -2.697 -2.370 -0.309
N 1.4922 2.6105 -0.6429 2.136 -2.126 2.360
N 1.6770 1.5369 0.0580 -0.387 4.077 -2.616
O 0.4261 -0.6448 -1.6202 0.795 -0.301 -1.973
H -1.4529 0.1167 -1.1546 0.750 -2.364 0.302
H 0.8952 -1.3832 0.2296 0.733 -0.403 0.805
H -0.8318 -3.0109 -0.9047 -0.609 0.440 0.238
H -2.1287 -2.4601 -1.9704 0.390 0.749 0.361
H -2.3445 -2.1018 -0.1539 1.772 -0.554 -1.994
H 1.4523 0.3823 2.1492 -1.642 0.689 0.242
H -0.4412 0.4108 2.4287 1.189 -0.099 -1.126
H 0.4082 1.8502 2.3343 0.484 1.515 0.244
H -0.5576 1.4290 -0.0511 2.497 -0.486 0.715
H 2.4579 3.0533 -0.6516 -1.040 -0.541 -0.546

***

80
Properties=species:S:1:pos:R:3:forces:R:3 method="wB97M-V/def2-TZVPD" max_force_ev_per_a=5.0 energy_ev=-90848.3728 gap_ev=4.86 lumo_energy_ev=-3.8 charge=+1
C -0.7165 -0.7319 -1.3790 0.106 0.256 -0.091
C -0.2063 -2.1653 -1.8280 -0.202 0.266 0.411
C 0.7513 -2.8838 -0.7859 0.692 -1.140 -1.710
C 0.0781 -3.5865 0.4748 -0.642 0.545 0.557
C -0.9904 -2.6962 1.2276 -1.054 0.417 -0.208
C -0.5971 -2.0533 2.6069 0.313 -1.560 -0.366
N -2.1852 -2.5232 0.7485 2.282 -0.688 0.490
N 1.1832 -4.1151 -1.5852 1.748 -1.721 -1.187
C 2.5585 -3.9846 -2.0794 -1.378 1.713 4.029
N 3.0086 -4.4898 -3.2019 -0.423 0.275 1.112
Cl 4.6446 -4.3185 -3.6466 -0.645 -0.173 0.013
N 3.2257 -3.2336 -1.0463 -0.997 -1.179 -4.771
C 2.1790 -2.1988 -0.6384 2.334 1.448 2.177
S 2.6059 -0.7791 -1.7906 -0.438 0.259 -0.475
C 2.7064 -1.7310 0.7965 -0.220 0.159 -0.499
C 2.3691 -0.2248 1.1782 1.196 -0.707 1.579
C 2.5111 -0.1171 2.7805 -0.340 -0.886 -0.146
C 4.0355 -0.0498 3.1933 -0.307 0.477 -0.707
C 1.5819 0.9924 3.4242 0.071 -0.079 -0.531
C 2.2471 2.4055 3.6444 -2.320 1.611 0.560
C 2.2492 3.3482 2.3800 -0.280 -0.450 -0.731
C 1.6239 3.0978 1.1299 -0.051 -0.088 1.163
C 2.5247 2.8515 -0.1455 -0.231 1.736 0.588
C 0.0411 3.1217 1.0494 0.758 -0.020 -0.483
H -0.1832 0.0466 -1.9950 -0.676 -0.706 0.647
H -1.8301 -0.5938 -1.5145 1.413 -0.267 0.101
H -0.4897 -0.5104 -0.2962 -0.208 -0.328 -1.123
H 0.3811 -2.0887 -2.7969 -0.620 -0.039 1.125
H -1.0546 -2.8807 -2.0647 0.944 0.863 0.451
H 0.8342 -3.9854 1.2160 -0.553 0.594 -0.941
H -0.4840 -4.4992 0.0968 0.613 1.191 0.176
H -1.2567 -2.5453 3.3877 0.565 0.946 -0.866
H -0.6678 -0.9343 2.6189 0.000 -1.140 0.002
H 0.4491 -2.4219 2.8469 -1.144 0.845 -0.164
H -2.2665 -3.0449 -0.1423 -0.159 0.331 0.440
H 1.3549 -4.8672 -0.8911 -0.633 0.086 -0.582
H 2.3507 -5.0202 -3.7843 0.548 0.204 0.055
H 3.9192 -2.7100 -1.6085 0.443 -0.220 1.133
H 3.9073 -0.4777 -1.4029 -1.124 -0.572 0.175
H 2.3659 -2.4913 1.5521 0.217 0.874 -0.563
H 3.8376 -1.8150 0.7573 -1.319 -0.021 0.020
H 1.3630 0.1288 0.8313 1.013 -0.334 0.209
H 3.2271 0.3953 0.7772 -1.460 -0.427 0.079
H 2.1242 -1.1167 3.1631 0.374 1.223 -0.268
H 4.6021 -0.9424 2.7945 -0.653 0.804 0.639
H 4.1622 0.0364 4.3110 -0.045 -0.123 -1.246
H 4.4853 0.8518 2.6703 -0.364 -0.867 0.848
H 0.7067 1.1423 2.7204 0.939 -0.200 0.835
H 1.1255 0.5592 4.3692 0.790 0.766 -0.867
H 3.2926 2.3905 4.0511 -0.946 -0.174 -0.528
H 1.6172 2.9324 4.4387 0.879 -0.721 -0.516
H 2.7688 4.3510 2.4980 0.982 -1.904 -0.525
H 3.5409 2.5381 0.2398 -1.238 0.197 -0.695
H 2.0298 2.0465 -0.7550 0.569 0.747 0.586
H 2.6824 3.7672 -0.7839 -0.278 -0.869 0.322
H -0.4594 2.6628 1.9461 0.411 0.328 -0.922
H -0.2359 4.2357 1.0710 0.505 -1.595 0.037
H -0.3542 2.7361 0.0604 0.330 0.103 1.214
C -4.1194 6.8297 -0.3918 -0.430 -0.404 -0.145
C -3.8864 6.0257 0.8767 -0.228 0.523 0.324
O -2.6377 5.3614 0.6675 0.233 0.181 -0.737
S -1.6874 6.2994 -0.2491 -0.210 0.214 0.034
O -0.8036 7.0202 0.6130 -0.275 -0.476 -0.705
O -1.2263 5.5276 -1.3597 -0.003 0.354 0.765
O -2.8301 7.3210 -0.7669 0.495 -0.356 0.540
H -4.4911 6.1946 -1.2001 -0.023 0.017 0.055
H -4.8102 7.6569 -0.2347 0.247 0.091 -0.041
H -4.6789 5.3029 1.0630 0.231 -0.142 -0.080
H -3.7802 6.6808 1.7455 -0.068 -0.010 -0.041
C -4.3773 -4.0121 -3.1938 -0.546 -0.384 0.007
C -4.9632 -3.3118 -4.4081 0.478 -0.192 -0.342
O -5.3936 -2.0371 -3.9265 0.287 -0.028 0.830
S -4.4088 -1.5572 -2.7353 -0.472 0.112 -0.122
O -3.4325 -0.6693 -3.2871 -0.451 -0.461 0.536
O -5.2043 -1.2223 -1.5997 0.603 0.030 -0.747
O -3.6943 -2.9885 -2.4632 0.029 0.525 -0.371
H -5.1643 -4.4198 -2.5546 0.027 -0.004 -0.051
H -3.6864 -4.8080 -3.4696 0.123 0.191 0.098
H -5.7978 -3.8600 -4.8415 -0.099 0.230 0.125
H -4.2011 -3.1446 -5.1743 -0.032 -0.077 0.008